C24H68N6O7 | ωB97M-V/def2-TZVPD

Geometry as XYZ:
```
105
C24H68N6O7 (ωB97M-V/def2-TZVPD)
C -1.50606 1.21667 1.82592
O -2.10959 1.48471 3.06711
C -2.10762 0.33314 3.88569
C -2.82614 0.51900 5.21700
C -3.05692 -0.79160 5.95814
N -4.07992 1.28392 5.12953
H -1.96722 1.96651 1.17062
H -1.83712 0.31654 1.28335
H -0.41724 1.22594 1.74352
H -2.50465 -0.49480 3.27897
H -1.08656 0.01510 4.15088
H -2.16381 1.15600 5.81611
H -3.60447 -0.64673 6.88927
H -2.14703 -1.35922 6.14858
H -3.75043 -1.41406 5.37951
H -4.77139 0.77072 4.58652
H -3.82508 2.08888 4.55712
C -1.54479 0.10118 -6.59122
O -1.23164 -0.04137 -5.21837
C -2.42042 -0.03208 -4.45277
C -2.04319 -0.24128 -2.99785
C -3.24333 -0.22767 -2.02916
N -1.15912 0.83020 -2.49632
H -1.95582 1.10025 -6.77050
H -2.33086 -0.61087 -6.86001
H -0.67088 -0.05389 -7.21597
H -2.96989 0.91941 -4.51018
H -3.09904 -0.80717 -4.82680
H -1.54406 -1.20746 -2.88260
H -3.88534 0.65020 -2.14331
H -2.86621 -0.27675 -1.01188
H -3.88176 -1.06364 -2.33037
H -0.64333 1.14029 -3.32077
H -1.76198 1.60298 -2.22580
C 1.53738 2.08323 4.30049
O 2.52875 2.74437 3.54678
C 2.56098 2.31647 2.20332
C 3.95622 2.56473 1.63714
C 4.46194 3.98417 1.70984
N 3.96673 2.12043 0.23294
H 1.76318 1.00944 4.21840
H 0.52841 2.22269 3.89526
H 1.53514 2.30230 5.36556
H 2.38518 1.23511 2.11785
H 1.76466 2.80700 1.62794
H 4.60462 1.87055 2.17716
H 5.48969 4.05230 1.34312
H 4.59903 4.37415 2.72482
H 3.84153 4.74338 1.22976
H 3.34124 2.68711 -0.32853
H 3.55396 1.19323 0.20948
C 2.34048 -1.70636 1.66254
O 1.69602 -1.62286 2.90912
C 1.80179 -2.81116 3.66986
C 0.93604 -2.74158 4.91814
C 1.20651 -1.46771 5.75493
N 1.20198 -3.94439 5.72368
H 3.40655 -1.48562 1.77289
H 1.88402 -1.03914 0.92942
H 2.22287 -2.70624 1.22409
H 1.42678 -3.61285 3.01985
H 2.85342 -3.00742 3.92226
H -0.09712 -2.70465 4.56836
H 0.72820 -1.58419 6.72400
H 0.89127 -0.58375 5.19368
H 2.27786 -1.29058 5.88905
H 1.11633 -3.69216 6.70701
H 2.21011 -4.11899 5.72944
C 0.11387 -2.82353 -0.96050
O -0.47870 -3.72580 -1.85676
C -1.85022 -4.04140 -1.60549
C -2.31160 -4.87615 -2.80966
C -2.35611 -4.03337 -4.10440
N -3.60243 -5.52866 -2.55421
H 0.05383 -3.16465 0.07935
H -0.25066 -1.78828 -1.01130
H 1.17524 -2.70578 -1.18910
H -1.97679 -4.60696 -0.68062
H -2.42701 -3.10875 -1.62358
H -1.59883 -5.68857 -2.95843
H -1.48391 -3.39437 -3.95468
H -3.27379 -3.45398 -4.20761
H -2.23038 -4.64965 -4.99063
H -4.31603 -4.83572 -2.34164
H -3.54670 -6.10487 -1.71944
C 0.23093 2.85935 -6.02437
O 1.16514 3.82326 -5.56611
C 2.20340 3.24779 -4.79145
C 1.84876 2.81340 -3.35750
C 1.40404 3.97777 -2.46972
N 2.95526 2.10813 -2.72634
H -0.43574 3.18303 -6.82127
H -0.44037 2.71108 -5.15873
H 0.60994 1.85471 -6.22736
H 2.77370 2.45415 -5.28052
H 2.86069 4.11731 -4.67718
H 1.01760 2.10933 -3.43375
H 0.43022 4.35761 -2.78111
H 2.18455 4.73850 -2.49940
H 1.23521 3.61197 -1.45593
H 3.10834 1.17966 -3.10358
H 3.82514 2.62576 -2.80679
O 1.33977 0.88014 -0.65671
H 0.51205 0.96963 -1.16077
H 2.02272 1.26387 -1.24637
```

Its LUMO energy is 0.5 eV. The net charge is 0. As for the structure (SMILES): COC[C@H](C)N.COC[C@H](C)N.COC[C@H](C)N.COC[C@H](C)N.COC[C@H](C)N.COC[C@H](C)N.O. Its HOMO energy is -8.89 eV. Its relative energy (zero: lowest compared OMol25 entry of this formula, charge and spin) is 128.36 kJ/mol. The value obtained for the total energy is -49260.4590 eV. Its orbital gap is 9.34 eV.

Results of the Mulliken charge analysis, in e, for atoms 1 through 6: -0.441 -0.446 -0.214 0.399 -1.395 -0.764

C24H71CdO12S11 | ωB97M-V/def2-TZVPD

Geometry as XYZ:
```
119
C24H71CdO12S11 (ωB97M-V/def2-TZVPD)
Cd -2.53420 0.90736 1.14459
C 1.57019 -0.69022 -0.19503
C 0.38168 0.26996 -0.29454
O -0.62030 0.07324 0.63241
H 1.99565 -0.71712 0.81120
H 2.35605 -0.43819 -0.90972
H 1.19537 -1.68968 -0.42337
H -0.03565 0.17512 -1.31913
H 0.76962 1.30613 -0.20590
C -2.57664 4.68777 1.76727
S -1.46816 4.00969 0.49931
O -2.13904 2.67008 0.20938
C -1.97987 5.10099 -0.84029
H -2.38713 5.76052 1.85762
H -2.42038 4.18865 2.71297
H -3.60699 4.61159 1.41871
H -2.73670 4.61231 -1.44955
H -1.14130 5.28899 -1.50487
H -2.37630 6.03150 -0.43994
C 4.79778 -2.53738 -2.59322
S 4.52856 -4.34789 -2.36269
O 3.57507 -4.63446 -3.49598
C 6.17084 -4.86281 -2.94878
H 4.59550 -2.27508 -3.62772
H 5.81165 -2.25830 -2.29741
H 4.13396 -1.99900 -1.91614
H 6.35289 -4.27119 -3.84368
H 6.20590 -5.91032 -3.24562
H 6.86299 -4.75935 -2.11316
C 1.75236 2.36651 2.63037
S 2.86175 3.09293 3.86584
O 1.91508 3.67689 4.87658
C 3.38918 1.47427 4.57271
H 1.16382 3.13095 2.13265
H 1.14234 1.55988 3.03882
H 2.38532 1.78883 1.94626
H 4.11248 1.75372 5.33771
H 3.87229 0.86981 3.80840
H 2.53050 1.01115 5.05157
C -0.87203 2.80839 -5.63913
S -0.39797 4.04585 -4.39601
O -1.73579 4.47470 -3.82734
C 0.23830 2.87768 -3.18288
H -1.19591 3.32054 -6.54483
H -1.75801 2.29152 -5.27515
H -0.05277 2.12344 -5.83875
H 1.04056 2.24819 -3.56824
H -0.59450 2.21090 -2.95109
H 0.53632 3.38488 -2.26689
C 0.61092 -1.44448 3.89752
S 2.11481 -2.44497 4.14656
O 2.70715 -2.04864 5.46604
C 1.29549 -4.04558 4.38831
H 0.24563 -1.42902 2.86858
H 0.84323 -0.42741 4.20956
H -0.13389 -1.79179 4.61737
H 0.44375 -3.88399 5.05019
H 2.05712 -4.65116 4.87336
H 0.95037 -4.48265 3.45405
C -0.13866 -4.15492 0.69440
S -0.39029 -4.01959 -1.10066
O -0.71255 -5.37631 -1.66012
C -1.90572 -3.02518 -1.02392
H 0.54849 -4.96598 0.91458
H -1.08764 -4.37302 1.19462
H 0.14614 -3.16861 1.06154
H -2.21093 -2.71764 -2.02084
H -1.69216 -2.11568 -0.44141
H -2.69077 -3.52538 -0.45310
C 3.43160 3.62058 -0.82438
S 5.06373 2.87280 -0.52617
O 5.00013 2.24973 0.83130
C 4.90319 1.42255 -1.57621
H 3.43910 3.78852 -1.91105
H 3.29701 4.59520 -0.36343
H 2.57951 2.96781 -0.62840
H 4.93940 1.66723 -2.63960
H 3.96942 0.92928 -1.31188
H 5.74835 0.78929 -1.31917
C -4.72748 -2.66291 1.77088
S -3.03200 -2.34646 2.37484
O -2.85948 -0.85348 2.23515
C -3.35591 -2.72253 4.10217
H -4.98327 -3.71419 1.90901
H -4.72886 -2.48236 0.69688
H -5.44097 -2.01144 2.27095
H -3.48196 -3.80016 4.19325
H -4.22627 -2.14672 4.41617
H -2.52206 -2.42243 4.73474
C -3.56329 1.86908 -2.79478
S -3.16947 0.23056 -2.18549
O -3.25159 0.29248 -0.68173
C -4.71924 -0.52320 -2.75094
H -3.61543 1.81655 -3.88600
H -2.78360 2.56571 -2.50706
H -4.55639 2.23513 -2.53022
H -4.70983 -0.60656 -3.83692
H -5.64255 -0.09072 -2.36781
H -4.72809 -1.54569 -2.36042
C -3.10513 1.07063 5.23006
S -1.51975 1.40533 4.44540
O -1.75530 1.49634 2.95347
C -1.39928 3.07151 5.08702
H -3.38690 0.02693 5.14383
H -3.84314 1.65103 4.66743
H -3.13300 1.45114 6.24850
H -2.33783 3.59917 4.90229
H -0.66676 3.54468 4.42886
H -1.12064 3.11214 6.13460
C 1.12820 -2.01453 -3.92454
S -0.28532 -1.32706 -4.83553
O 0.22795 -0.07070 -5.49799
C -0.47328 -2.61061 -6.14035
H 1.25496 -1.38842 -3.04206
H 2.05606 -2.13070 -4.48332
H 0.90793 -3.03003 -3.58246
H 0.48386 -2.75801 -6.64383
H -1.19532 -2.22878 -6.85577
H -0.72587 -3.57560 -5.70320
```

Its LUMO energy is -2.4 eV. The net charge is +1. Its HOMO energy is -9.85 eV. Its relative energy (zero: lowest compared OMol25 entry of this formula, charge and spin) is 56.33 kJ/mol. The value obtained for the total energy is -174346.5374 eV. Its orbital gap is 7.44 eV.

Results of the Mulliken charge analysis, in e, for atoms 1 through 6: 1.987 -0.158 0.986 0.254 0.142 -0.501

C24H71N5O9 | ωB97M-V/def2-TZVPD

Geometry as XYZ:
```
109
C24H71N5O9 (ωB97M-V/def2-TZVPD)
C -2.88319 -0.32434 5.11098
O -3.03244 0.39746 3.91873
C -4.40219 0.58023 3.38813
C -4.39857 1.36548 2.05297
C -4.08896 2.86079 2.26189
N -5.73359 1.24818 1.45653
H -3.74881 0.01005 5.68279
H -1.95407 -0.11530 5.64121
H -2.86545 -1.39385 4.90139
H -4.86457 -0.40000 3.27212
H -4.89206 1.20032 4.13888
H -3.62971 0.91798 1.42313
H -3.17773 2.93271 2.85568
H -4.83900 3.44580 2.79416
H -3.95166 3.27549 1.26326
H -5.70130 1.66570 0.53744
H -5.85085 0.31647 1.08469
C 1.10076 -4.00036 3.88759
O 1.12494 -5.01662 2.84038
C 0.26135 -4.72186 1.73410
C -0.22669 -6.11597 1.29045
C 0.93469 -6.97402 0.65707
N -1.45584 -6.01146 0.46146
H 1.25011 -2.97402 3.55231
H 1.87288 -4.22711 4.62279
H 0.10941 -4.03352 4.33950
H -0.55352 -4.13097 2.15234
H 0.66438 -4.18567 0.87493
H -0.53119 -6.64865 2.19135
H 1.35706 -6.48432 -0.22037
H 0.43053 -7.89653 0.36914
H 1.72696 -7.23268 1.35956
H -1.68368 -6.92423 0.09398
H -2.24409 -5.93950 1.08882
C 3.31223 0.56884 0.59794
O 2.12440 0.74539 -0.24636
C 1.02580 1.26036 0.49470
C 0.25471 0.29444 1.48932
C 0.04956 -1.12007 0.95223
N -0.98503 0.90432 1.70281
H 2.91559 -0.19814 1.26317
H 3.66760 1.44812 1.13521
H 4.20755 0.08292 0.21016
H 1.32712 2.17749 1.00085
H 0.37398 1.60579 -0.30774
H 0.80041 0.17745 2.42560
H -0.59573 -1.00881 0.08084
H -0.40040 -1.77529 1.69810
H 0.98614 -1.61772 0.70071
H -1.40923 0.52630 2.53784
H -1.72582 0.58875 1.09309
C -2.58704 -0.25201 -2.05025
O -1.39864 0.04279 -2.72787
C -1.10450 -0.69170 -3.92718
C -1.71910 0.11224 -5.22603
C -1.45246 -0.59539 -6.55622
N -1.09646 1.33538 -5.37456
H -2.68903 0.25838 -1.09254
H -2.62867 -1.31272 -1.80271
H -3.46894 0.07589 -2.60056
H -0.02039 -0.70120 -4.03994
H -1.51304 -1.69672 -4.03272
H -2.77947 0.23052 -5.00301
H -1.74378 -1.64535 -6.58484
H -0.43894 -0.85728 -6.86003
H -1.94411 -0.15080 -7.42150
H -1.52545 1.92320 -6.07495
H -1.22078 1.80310 -4.48807
C -2.11965 6.20904 -4.22167
O -1.49326 5.35168 -3.37206
C -0.32087 4.65032 -3.87016
C 0.34977 3.76865 -2.74648
C 1.17906 4.47253 -1.69508
N 1.15922 2.73704 -3.37650
H -1.69934 7.21400 -4.26041
H -3.16006 6.20962 -3.89665
H -2.09489 5.88228 -5.26124
H -0.79832 3.93683 -4.54177
H 0.35319 5.23525 -4.49595
H -0.40989 3.06847 -2.39897
H 0.55534 5.19637 -1.17057
H 2.05532 5.05873 -1.97194
H 1.61467 3.76775 -0.98682
H 0.55318 2.37641 -4.09952
H 1.36653 2.03820 -2.67739
C 4.46164 4.11813 -0.16439
O 5.34406 5.14375 0.28418
H 3.71929 4.61110 -0.79209
H 4.92408 3.34645 -0.77982
H 4.02400 3.66957 0.72744
H 6.16418 4.85002 0.68758
C -3.24217 -2.85148 1.54067
O -4.51830 -3.41742 1.73762
H -2.56140 -3.19903 2.31776
H -2.79855 -3.24858 0.62764
H -3.29691 -1.76285 1.54100
H -4.40529 -4.36894 1.79621
C 5.77230 0.34534 3.26671
O 6.02284 1.60348 2.76129
H 6.66600 -0.01969 3.77283
H 4.95806 0.30909 3.99045
H 5.45228 -0.41871 2.55825
H 6.33602 1.39828 1.87731
C 6.33091 -2.65080 0.59002
O 6.60284 -1.32915 0.16636
H 7.04099 -2.83514 1.39619
H 5.32406 -2.80331 0.97873
H 6.31654 -3.42159 -0.18055
H 7.55020 -1.24586 0.29743
```

Its LUMO energy is 0.3 eV. The net charge is 0. As for the structure (SMILES): COC[C@H](C)N.COC[C@H](C)N.COC[C@H](C)N.COC[C@H](C)N.COC[C@H](C)N.CO.CO.CO.CO. Its HOMO energy is -8.44 eV. Its relative energy (zero: lowest compared OMol25 entry of this formula, charge and spin) is 636.86 kJ/mol. The value obtained for the total energy is -51909.2114 eV. Its orbital gap is 8.75 eV.

Results of the Mulliken charge analysis, in e, for atoms 1 through 6: -0.841 -0.216 -1.183 2.232 -1.581 -0.754

C24H72N10O12 | ωB97M-V/def2-TZVPD

Geometry as XYZ:
```
118
C24H72N10O12 (ωB97M-V/def2-TZVPD)
N 2.51383 -1.97108 -0.56727
C 3.76683 -1.99108 -0.13827
N 4.11783 -0.84608 0.31373
O 4.55183 -3.10308 -0.04527
H 2.18583 -2.92808 -0.82227
H 1.84583 -1.15708 -0.67927
H 5.09283 -0.82508 0.63073
H 3.60183 0.07692 0.41073
N -0.16217 2.79392 1.34573
C -0.78717 3.77392 1.96673
N -0.36317 4.00692 3.12973
O -1.76717 4.54692 1.38773
H -0.64117 2.58392 0.46373
H 0.69683 2.14392 1.60173
H -1.00417 4.48692 3.74173
H 0.33883 3.43592 3.51573
N -3.08817 -1.01408 -4.02027
C -1.81317 -1.02208 -3.71127
N -1.23617 -2.09708 -4.09027
O -1.14817 0.05692 -3.21027
H -3.59917 -0.14808 -3.69927
H -3.61117 -1.79008 -4.35127
H -0.20817 -2.09608 -3.90627
H -1.68017 -2.96708 -4.50327
N -4.57217 -1.40708 2.03773
C -4.28817 -0.17608 2.34973
N -5.07517 0.23092 3.31673
O -3.43317 0.73192 1.70773
H -3.82417 -1.79408 1.34273
H -4.80817 -1.95408 2.88173
H -4.85817 1.03892 3.93573
H -5.87917 -0.33008 3.60373
N 2.93583 1.53592 0.38973
C 2.90883 1.91392 1.63373
N 1.81783 1.40292 2.18473
O 3.93783 2.74992 2.30073
H 3.68483 1.96892 -0.22627
H 2.08483 1.16892 -0.09527
H 1.80483 1.78692 3.10773
H 1.64283 0.35192 2.10173
C 1.77483 -1.70808 -5.62627
C 2.17983 -1.66608 -4.19627
C 2.33783 -0.17208 -3.67327
O 1.42083 -2.22008 -3.38127
H 2.67183 -1.40508 -6.21227
H 0.98383 -1.09308 -5.84527
H 1.46883 -2.72408 -5.97027
H 3.19683 -2.08408 -4.20527
H 2.87183 -0.22308 -2.69227
H 1.39283 0.31792 -3.64127
H 3.02983 0.47292 -4.22627
H 1.91783 -2.11008 -2.55927
C -0.49717 0.42692 5.77273
C -0.73417 0.41192 4.28173
C -1.58917 -0.87708 4.00173
O -1.27417 1.36192 3.68473
H 0.11083 1.25792 5.97573
H 0.08983 -0.42308 6.15173
H -1.38617 0.68292 6.42673
H 0.21783 0.28592 3.90373
H -1.66517 -1.02408 2.87973
H -2.55117 -0.80508 4.38073
H -1.25817 -1.83008 4.38373
H -1.00017 1.52592 2.75473
C 0.41583 -3.38308 2.31473
C 1.54483 -2.43708 2.80973
C 2.87483 -3.04208 3.15173
O 1.71383 -1.42408 2.11973
H -0.57917 -3.15108 2.79373
H 0.62583 -4.34308 2.77473
H 0.48783 -3.40108 1.23273
H 1.34283 -2.10608 3.84973
H 2.73483 -3.81608 3.87573
H 3.56783 -2.29208 3.54273
H 3.30783 -3.49708 2.23773
H 2.26183 -1.53008 1.29573
C -2.04517 3.25292 -3.07127
C -1.61317 3.09592 -1.59827
C -2.63717 2.22992 -0.90927
O -0.51717 2.57492 -1.39427
H -2.29717 2.26692 -3.41327
H -1.28017 3.65892 -3.69527
H -2.95217 3.80492 -3.13527
H -1.68217 4.11492 -1.15027
H -3.71017 2.47092 -0.96927
H -2.44317 2.27992 0.13773
H -2.64717 1.10292 -1.08527
H 0.12283 3.30392 -1.53127
C -3.71217 -4.58608 -0.34127
C -2.31517 -4.04508 0.08673
C -1.50417 -3.80208 -1.14927
O -2.33917 -3.04208 0.85873
H -3.83417 -4.63208 -1.32027
H -4.39217 -3.81408 0.03573
H -4.00017 -5.48108 0.13073
H -1.71817 -4.83808 0.56273
H -1.59117 -4.67408 -1.89227
H -0.41017 -3.75208 -0.90027
H -1.81717 -2.87408 -1.67027
H -1.41417 -2.81508 1.08073
C 2.41383 2.91292 -2.47527
C 2.40183 4.13792 -1.57327
C 2.62783 5.44692 -2.30027
O 1.37183 4.28992 -0.89027
H 1.60383 2.83792 -3.20427
H 2.46483 1.98592 -1.87127
H 3.35683 2.88292 -2.94827
H 3.12883 4.01292 -0.75427
H 2.74183 6.31292 -1.59227
H 1.72783 5.52992 -2.89227
H 3.59183 5.42092 -2.79727
H 1.58283 3.87792 -0.02627
C -0.45917 -0.41808 -0.20727
O 0.72083 0.22392 -0.70327
H -0.91017 0.29392 0.48673
H -0.26817 -1.26808 0.35973
H -1.33617 -0.39708 -0.82327
H 0.29783 0.98892 -1.15727
```

Its LUMO energy is 0.3 eV. The net charge is 0. As for the structure (SMILES): NC(N)=O.NC(N)=O.NC(N)=O.NC(N)=O.NC(N)=O.CC(C)O.CC(C)O.CC(C)O.CC(C)O.CC(C)O.CC(C)O.CO. Its HOMO energy is -8.48 eV. Its relative energy (zero: lowest compared OMol25 entry of this formula, charge and spin) is 831.34 kJ/mol. The value obtained for the total energy is -65517.0052 eV. Its orbital gap is 8.75 eV.

Results of the Mulliken charge analysis, in e, for atoms 1 through 6: 0.507 0.139 -0.021 -0.791 0.161 -0.566